Record 1
{"formula": "C34H52ClCrN8O4PS", "method": "ωB97M-V/def2-TZVPD", "species": ["Cr", "N", "C", "N", "C", "N", "N", "C", "N", "C", "C", "C", "C", "C", "N", "H", "H", "H", "H", "H", "H", "H", "H", "S", "C", "N", "C", "C", "C", "C", "O", "H", "H", "H", "H", "H", "H", "H", "H", "H", "C", "C", "C", "C", "P", "N", "C", "C", "C", "C", "C", "C", "C", "C", "H", "H", "H", "H", "H", "H", "H", "H", "H", "H", "H", "H", "H", "H", "H", "H", "H", "H", "H", "H", "H", "H", "H", "H", "H", "H", "H", "C", "C", "C", "C", "Cl", "C", "C", "C", "O", "C", "C", "O", "O", "H", "H", "H", "H", "H", "H", "H", "H"], "positions_angstrom": [[12.435, 12.398, 10.274], [11.380, 13.789, 13.079], [12.397, 12.988, 13.445], [12.627, 12.788, 14.727], [13.760, 12.119, 15.032], [14.095, 11.864, 16.301], [14.630, 11.656, 14.078], [14.213, 11.784, 12.836], [13.006, 12.314, 12.452], [15.159, 11.403, 11.758], [16.308, 10.722, 11.981], [16.923, 10.061, 10.894], [16.547, 10.397, 9.589], [15.601, 11.471, 9.470], [14.838, 11.872, 10.472], [11.086, 14.349, 13.848], [11.378, 14.169, 12.137], [13.639, 12.282, 17.075], [14.872, 11.249, 16.482], [16.621, 10.592, 13.025], [17.605, 9.188, 11.007], [16.929, 9.914, 8.687], [15.468, 11.940, 8.481], [14.130, 10.290, 6.740], [13.311, 11.390, 7.584], [12.738, 12.217, 8.244], [13.349, 16.591, 10.385], [13.168, 15.326, 9.532], [14.479, 14.793, 9.011], [12.257, 15.748, 8.404], [12.532, 14.291, 10.345], [13.454, 17.486, 9.800], [14.183, 16.496, 11.037], [12.495, 16.675, 11.013], [15.021, 15.576, 8.502], [14.294, 13.996, 8.267], [15.067, 14.418, 9.829], [12.829, 16.466, 7.790], [11.312, 16.180, 8.781], [12.061, 14.861, 7.795], [9.701, 10.364, 11.961], [8.551, 11.275, 11.519], [7.267, 10.430, 11.404], [8.291, 12.286, 12.657], [9.126, 12.137, 9.883], [10.650, 12.419, 9.974], [8.697, 11.141, 8.319], [7.290, 11.067, 7.804], [9.216, 9.656, 8.559], [9.559, 11.729, 7.171], [8.043, 13.792, 9.681], [8.420, 14.403, 8.352], [8.648, 14.751, 10.692], [6.525, 13.642, 9.728], [9.319, 9.514, 12.581], [10.352, 11.010, 12.594], [10.274, 9.955, 11.172], [6.837, 10.134, 12.386], [7.428, 9.474, 10.757], [6.519, 11.045, 10.881], [8.050, 11.818, 13.611], [7.431, 12.911, 12.412], [9.184, 12.887, 12.823], [6.477, 11.149, 8.502], [7.162, 10.086, 7.376], [7.042, 11.768, 6.987], [8.511, 9.089, 9.175], [10.151, 9.734, 9.113], [9.278, 9.060, 7.654], [9.139, 12.629, 6.617], [9.828, 10.853, 6.453], [10.567, 12.002, 7.552], [9.486, 14.597, 8.243], [7.909, 15.330, 8.205], [8.087, 13.883, 7.493], [9.748, 14.733, 10.594], [8.396, 14.624, 11.733], [8.227, 15.702, 10.361], [6.156, 13.083, 8.865], [6.186, 14.688, 9.739], [6.178, 13.115, 10.621], [12.800, 5.647, 12.625], [11.873, 5.729, 11.440], [10.525, 5.291, 11.520], [9.610, 5.497, 10.460], [8.035, 4.976, 10.592], [10.043, 6.170, 9.289], [11.320, 6.606, 9.190], [12.257, 6.419, 10.253], [13.502, 6.890, 10.154], [13.651, 8.248, 9.615], [13.021, 9.190, 10.675], [13.306, 8.854, 11.822], [12.250, 10.201, 10.332], [12.240, 5.313, 13.537], [13.316, 6.585, 12.735], [13.579, 4.893, 12.466], [10.123, 4.816, 12.375], [9.343, 6.197, 8.432], [11.726, 6.842, 8.161], [13.268, 8.405, 8.632], [14.752, 8.346, 9.645]], "homo_energy_ha": [-0.1602, -0.1750], "spin_multiplicity": 4, "s2": 3.770, "charge": -1}

=====

Record 2
{"formula": "C34H52FN2O2PtS2Si4Te", "method": "ωB97M-V/def2-TZVPD", "species": ["Pt", "C", "C", "C", "C", "C", "C", "C", "C", "C", "C", "C", "C", "N", "C", "C", "C", "C", "C", "C", "F", "H", "H", "H", "H", "H", "H", "H", "H", "H", "H", "H", "H", "H", "H", "H", "H", "H", "H", "H", "H", "H", "C", "Si", "C", "C", "Si", "Te", "Si", "C", "C", "C", "Si", "C", "C", "C", "H", "H", "H", "H", "H", "H", "H", "H", "H", "H", "H", "H", "H", "H", "H", "H", "H", "H", "H", "H", "H", "H", "H", "H", "H", "H", "H", "O", "S", "O", "N", "C", "S", "C", "C", "C", "C", "C", "C", "H", "H", "H", "H"], "positions_angstrom": [[1.012, 0.644, 0.621], [-2.369, -0.388, 4.805], [-1.799, -0.651, 3.409], [-2.877, -1.217, 2.485], [-0.616, -1.588, 3.472], [-0.809, -2.875, 3.943], [0.238, -3.770, 4.020], [1.490, -3.385, 3.582], [1.728, -2.107, 3.092], [3.117, -1.818, 2.568], [3.659, -0.427, 2.880], [3.121, -2.075, 1.058], [0.669, -1.180, 3.056], [0.860, 0.151, 2.663], [0.872, 1.085, 3.639], [0.898, 0.752, 5.015], [0.819, 1.709, 6.001], [0.737, 3.056, 5.688], [0.767, 3.432, 4.354], [0.844, 2.471, 3.375], [0.861, 2.894, 2.074], [-3.174, 0.342, 4.750], [-1.594, 0.005, 5.459], [-2.764, -1.304, 5.239], [-1.470, 0.302, 2.984], [-3.232, -2.186, 2.830], [-2.485, -1.329, 1.479], [-3.728, -0.544, 2.443], [-1.792, -3.177, 4.278], [0.073, -4.764, 4.412], [2.307, -4.095, 3.630], [3.790, -2.553, 3.032], [3.237, 0.333, 2.220], [4.735, -0.410, 2.725], [3.455, -0.140, 3.910], [2.418, -1.394, 0.566], [2.816, -3.095, 0.837], [4.113, -1.908, 0.643], [0.965, -0.289, 5.297], [0.809, 1.393, 7.036], [0.658, 3.800, 6.467], [0.724, 4.472, 4.068], [-5.238, -1.223, -3.132], [-3.992, -0.853, -1.722], [-3.352, -2.548, -1.090], [-4.995, -0.011, -0.325], [-2.249, 0.634, -2.391], [-1.214, 1.565, -0.258], [-3.182, 2.628, -3.323], [-1.809, 3.753, -4.042], [-4.126, 3.611, -1.978], [-4.447, 2.330, -4.733], [-0.920, -0.429, -4.037], [-2.057, -0.680, -5.565], [0.582, 0.557, -4.672], [-0.289, -2.171, -3.571], [-6.095, -1.799, -2.797], [-4.767, -1.780, -3.934], [-5.616, -0.299, -3.556], [-4.078, -3.077, -0.479], [-2.459, -2.413, -0.490], [-3.086, -3.199, -1.917], [-5.613, -0.696, 0.246], [-5.644, 0.759, -0.730], [-4.313, 0.474, 0.364], [-0.989, 3.837, -3.337], [-2.148, 4.760, -4.267], [-1.404, 3.335, -4.959], [-3.488, 3.757, -1.112], [-4.996, 3.056, -1.644], [-4.466, 4.588, -2.307], [-4.002, 1.770, -5.548], [-4.833, 3.255, -5.151], [-5.296, 1.760, -4.375], [-2.387, 0.273, -5.965], [-2.944, -1.250, -5.311], [-1.552, -1.207, -6.368], [0.280, 1.509, -5.094], [1.129, 0.016, -5.440], [1.270, 0.758, -3.859], [-1.109, -2.846, -3.349], [0.348, -2.120, -2.695], [0.293, -2.618, -4.373], [5.956, 1.418, 1.995], [5.609, 1.845, 0.665], [6.098, 3.145, 0.282], [3.994, 1.707, 0.342], [3.809, 0.906, -0.670], [2.314, 0.655, -1.415], [4.989, 0.232, -1.214], [5.043, -0.710, -2.234], [6.278, -1.230, -2.575], [7.430, -0.826, -1.910], [7.373, 0.114, -0.885], [6.145, 0.626, -0.553], [4.138, -1.021, -2.733], [6.350, -1.967, -3.362], [8.380, -1.259, -2.187], [8.264, 0.425, -0.359]], "homo_energy_ha": -0.1711, "e_above_lowest_kj_mol": 70.8, "charge": -1}

=====

Record 3
{"formula": "C34H53AlBeBrClCsF9IMgN3O14PS2Si", "method": "ωB97M-V/def2-TZVPD", "species": ["C", "C", "O", "O", "C", "O", "C", "C", "C", "C", "C", "C", "C", "N", "C", "C", "C", "N", "S", "C", "C", "C", "P", "O", "O", "S", "C", "I", "C", "C", "C", "O", "Si", "C", "C", "C", "C", "C", "F", "F", "C", "F", "F", "N", "H", "H", "H", "H", "H", "H", "H", "H", "H", "H", "H", "H", "H", "H", "H", "H", "H", "H", "H", "H", "H", "H", "H", "H", "H", "H", "H", "H", "H", "H", "H", "H", "H", "Be", "F", "O", "Cl", "O", "O", "O", "F", "Al", "F", "F", "F", "Mg", "C", "C", "C", "O", "H", "H", "H", "H", "H", "H", "H", "H", "O", "C", "O", "C", "C", "C", "H", "H", "H", "H", "H", "H", "H", "H", "C", "O", "H", "H", "H", "H", "Br", "Cs"], "positions_angstrom": [[-7.117, -0.319, 0.756], [-6.775, -0.250, -0.697], [-7.562, -0.488, -1.562], [-5.493, 0.143, -0.971], [-5.443, 0.999, -2.090], [-5.576, 2.157, -1.934], [-5.163, 0.316, -3.393], [-3.682, -0.012, -3.556], [-2.855, 0.112, -2.444], [-1.531, -0.188, -2.567], [-1.002, -0.601, -3.783], [-1.781, -0.728, -4.925], [-1.095, -1.178, -6.217], [-1.518, -2.538, -6.627], [-3.183, -0.436, -4.786], [-4.182, -0.589, -5.953], [-4.313, 0.707, -6.856], [-5.681, 1.217, -6.739], [0.757, -0.924, -3.741], [1.306, 0.386, -2.677], [0.451, 0.685, -1.600], [0.758, 1.698, -0.716], [-0.326, 2.220, 0.677], [-1.567, 1.275, 0.868], [0.465, 2.069, 2.042], [-1.013, 4.018, 0.361], [1.989, 2.370, -0.910], [2.440, 3.970, 0.420], [2.875, 2.040, -1.929], [4.184, 2.808, -1.949], [5.254, 2.128, -1.076], [5.157, 2.247, 0.317], [6.449, 2.984, 1.152], [5.699, 3.739, 2.671], [7.557, 1.595, 1.734], [7.325, 4.352, 0.215], [2.519, 1.042, -2.875], [3.462, 0.708, -4.022], [3.728, 1.844, -4.725], [3.029, -0.165, -4.924], [4.792, 0.072, -3.468], [5.910, 0.919, -3.579], [5.143, -1.012, -4.169], [-0.717, -0.083, -1.408], [-6.198, -0.420, 1.332], [-7.796, -1.133, 0.965], [-7.553, 0.644, 1.018], [-5.494, 0.962, -4.194], [-5.730, -0.614, -3.396], [-3.201, 0.412, -1.467], [-0.018, -1.190, -6.104], [-1.321, -0.439, -6.999], [-0.729, -3.086, -6.946], [-2.107, -2.405, -7.433], [-3.849, -1.472, -6.518], [-5.150, -0.842, -5.544], [-3.551, 1.468, -6.622], [-4.205, 0.366, -7.925], [-6.050, 1.539, -7.621], [-5.761, 1.946, -6.046], [-2.131, 1.698, 1.536], [0.576, 2.939, 2.450], [4.061, 3.828, -1.605], [4.629, 2.901, -2.936], [6.262, 2.325, -1.463], [5.133, 1.066, -1.163], [4.756, 3.101, 2.853], [5.346, 4.754, 2.502], [6.330, 3.633, 3.547], [7.063, 1.043, 2.540], [8.490, 2.068, 2.202], [7.851, 0.838, 0.979], [8.227, 3.939, -0.240], [7.645, 5.078, 0.957], [6.716, 4.822, -0.554], [4.619, -0.279, -2.454], [-0.407, -1.016, -1.070], [7.119, -0.004, -2.393], [4.189, 2.574, 4.238], [-1.525, -2.326, 4.204], [-0.857, -1.302, 3.461], [-0.702, -1.696, 2.095], [0.442, -1.061, 4.048], [-1.640, -0.089, 3.500], [0.345, -4.594, -2.532], [0.370, -4.295, -0.859], [1.739, -5.018, -0.178], [-1.036, -4.886, -0.160], [0.465, -2.575, -0.642], [5.964, -0.055, 0.249], [8.315, -3.517, 4.102], [7.937, -4.096, 2.750], [9.021, -5.012, 2.211], [7.699, -3.027, 1.812], [9.230, -2.922, 4.024], [7.530, -2.857, 4.472], [8.478, -4.306, 4.836], [7.001, -4.646, 2.836], [9.957, -4.462, 2.075], [8.737, -5.413, 1.238], [9.205, -5.843, 2.890], [8.522, -2.533, 1.726], [-4.500, -0.543, 3.353], [-5.469, -0.332, 4.028], [-6.360, -1.321, 4.224], [-7.458, -1.210, 5.139], [-8.643, -0.513, 4.499], [-5.750, 1.043, 4.595], [-7.146, -0.736, 6.060], [-7.733, -2.234, 5.391], [-8.400, 0.510, 4.212], [-9.490, -0.485, 5.185], [-8.945, -1.038, 3.591], [-6.202, 1.659, 3.817], [-4.802, 1.484, 4.894], [-6.394, 1.041, 5.471], [-7.436, -0.872, 9.371], [-7.833, -0.616, 8.023], [-6.554, -0.273, 9.578], [-8.230, -0.591, 10.066], [-7.192, -1.928, 9.505], [-8.615, -1.149, 7.850], [9.808, 2.789, 3.513], [-3.293, -0.511, -9.296]], "homo_energy_ha": -0.3555, "charge": 1}

=====

Record 4
{"formula": "C34H53ClN4O9S", "method": "ωB97M-V/def2-TZVPD", "species": ["C", "C", "O", "C", "C", "C", "C", "C", "C", "S", "O", "O", "Cl", "C", "O", "C", "C", "C", "C", "O", "O", "C", "O", "C", "C", "C", "O", "C", "O", "H", "H", "H", "H", "H", "H", "H", "H", "H", "H", "H", "H", "H", "H", "H", "H", "H", "H", "H", "H", "H", "H", "H", "H", "H", "C", "C", "C", "C", "N", "H", "H", "H", "H", "H", "H", "H", "C", "C", "C", "C", "N", "H", "H", "H", "H", "H", "H", "H", "C", "C", "C", "C", "N", "H", "H", "H", "H", "H", "H", "H", "C", "C", "C", "C", "N", "H", "H", "H", "H", "H", "H", "H"], "positions_angstrom": [[0.791, -3.065, 2.159], [1.138, -2.083, 0.920], [0.580, -0.784, 1.247], [0.346, -0.040, 0.052], [1.192, 1.037, -0.357], [2.455, 1.353, 0.555], [2.978, 2.861, 0.478], [2.298, 3.834, 1.586], [0.718, 3.998, 1.384], [-0.310, 2.987, 2.557], [-1.198, 2.026, 1.804], [-1.261, 3.939, 3.280], [0.798, 2.008, 4.021], [0.784, 1.758, -1.696], [1.034, 2.941, -2.019], [-0.094, 0.920, -2.755], [-0.110, 1.273, -4.303], [1.328, 1.614, -4.925], [2.514, 0.689, -4.403], [3.648, 1.232, -4.299], [2.389, -0.691, -4.089], [-0.931, -0.159, -2.340], [-1.758, -0.906, -3.231], [-2.985, -0.091, -3.364], [-4.272, -0.780, -2.678], [-4.680, -0.139, -1.261], [-4.179, -2.227, -2.601], [-0.931, -0.505, -0.791], [-1.840, -1.142, -0.227], [1.167, -2.658, 3.151], [1.292, -4.088, 2.002], [-0.349, -3.183, 2.222], [2.267, -1.955, 0.810], [0.709, -2.570, -0.015], [2.146, 1.168, 1.652], [3.289, 0.580, 0.362], [4.094, 2.833, 0.779], [2.963, 3.320, -0.566], [2.612, 3.571, 2.652], [2.760, 4.872, 1.381], [0.412, 3.875, 0.279], [0.470, 5.097, 1.629], [-0.775, 2.207, -4.434], [-0.571, 0.458, -4.963], [1.561, 2.717, -4.798], [1.244, 1.419, -6.058], [2.842, -0.801, -3.217], [-3.211, 0.015, -4.488], [-2.866, 0.937, -2.866], [-5.154, -0.558, -3.384], [-3.896, 0.621, -0.906], [-5.700, 0.366, -1.257], [-4.682, -0.965, -0.458], [-4.462, -2.551, -3.492], [-1.635, 4.083, 6.557], [-2.388, 5.406, 6.629], [-2.104, 6.183, 7.918], [-2.527, 5.373, 9.108], [-2.859, 4.737, 10.041], [-1.934, 3.404, 7.360], [-1.843, 3.579, 5.611], [-0.554, 4.243, 6.625], [-3.461, 5.208, 6.544], [-2.105, 6.023, 5.771], [-2.655, 7.127, 7.916], [-1.039, 6.412, 8.001], [5.009, -0.199, 4.316], [3.767, 0.027, 5.171], [3.537, -1.091, 6.193], [3.351, -2.403, 5.491], [3.206, -3.434, 4.943], [4.924, -1.108, 3.715], [5.151, 0.635, 3.624], [5.904, -0.280, 4.939], [2.896, 0.117, 4.513], [3.868, 0.979, 5.701], [2.646, -0.878, 6.789], [4.389, -1.169, 6.873], [-4.752, -2.940, -8.087], [-5.493, -1.608, -8.040], [-5.254, -0.840, -6.738], [-5.735, -1.650, -5.570], [-6.112, -2.288, -4.655], [-5.092, -3.618, -7.300], [-4.928, -3.439, -9.043], [-3.674, -2.793, -7.973], [-6.564, -1.793, -8.170], [-5.169, -0.991, -8.882], [-5.794, 0.111, -6.757], [-4.190, -0.623, -6.609], [4.628, -6.221, -1.224], [3.238, -6.206, -0.595], [2.261, -5.286, -1.330], [2.769, -3.875, -1.304], [3.167, -2.768, -1.284], [5.097, -5.234, -1.188], [5.281, -6.911, -0.685], [4.581, -6.542, -2.269], [3.326, -5.893, 0.451], [2.838, -7.224, -0.594], [1.279, -5.320, -0.851], [2.142, -5.604, -2.370]], "homo_energy_ha": -0.3406, "smiles": "CCOC1=C(CCCCS(=O)(=O)Cl)C(=O)C(CCC(=O)O)=C(OC[C@H](C)O)C1=O.CCCC#N.CCCC#N.CCCC#N.CCCC#N", "e_above_lowest_kj_mol": 460.3, "charge": 0}